Entry 1:
A structure of composition C35H47CeGe2N4O2, computed with ωB97M-V/def2-TZVPD.

As for the spin multiplicity: 1. The strongest force on any atom is 0.077 hartree/bohr. The total energy comes out at -6359.15796 a.u. The orbital gap (spin up / spin down) comes out at 3.2 / 3.3 eV. For the HOMO energy (spin up / spin down), the calculation gives -14.4 / -14.4 eV. Its total charge is +3.

Last column: Mulliken charge in e.
Element x y z (Å)
Ce1 1.70963 -0.11372 0.81101  0.10
C1 -5.22284 4.27600 -0.21325  -1.16
C2 -3.89173 3.86809 0.30801  -0.43
Ge1 -4.08299 1.91720 0.43488  0.16
C3 -5.43725 1.00389 1.60563  -0.77
C4 -4.82083 -0.39491 1.99687  -0.74
C5 -4.36707 1.55281 -1.44612  -0.03
C6 -3.50269 0.61778 -1.90788  -0.15
Ge2 -2.24460 0.55184 -0.39245  -0.75
C7 -1.37956 -1.13921 0.05525  2.26
C8 -2.18885 -2.34163 0.40160  -1.12
C9 -0.80701 1.74467 -1.10176  -0.83
C10 -0.06688 0.98897 -2.27611  -0.66
C11 -3.60127 -0.16296 -3.26220  0.44
C12 -3.45197 -1.52476 -3.31682  0.22
C13 -3.26266 -2.19240 -4.55204  -0.88
C14 -3.39735 -1.46155 -5.68885  -0.32
C15 -3.72456 -0.15134 -5.64671  -0.63
C16 -3.76712 0.54736 -4.45165  -0.51
H1 -5.92493 4.02634 0.56606  0.31
H2 -5.47594 3.68690 -1.06882  0.28
H3 -5.37396 5.32330 -0.54113  0.37
H4 -3.56665 4.23881 1.28134  0.48
H5 -3.10088 3.90386 -0.36438  0.28
H6 -6.37266 1.00512 1.06899  0.51
H7 -5.75003 1.61525 2.54319  0.39
H8 -4.63318 -0.91640 1.00047  0.20
H9 -5.64978 -0.76685 2.57415  0.44
H10 -3.96654 -0.27209 2.65052  0.11
H11 -5.10371 1.92614 -2.17719  0.44
H12 -0.78705 -0.90455 1.00610  -1.91
H13 -0.71879 -1.34747 -0.76414  0.56
H14 -2.90236 -2.05881 1.19946  0.21
H15 -1.59431 -3.18399 0.87581  0.28
H16 -2.68959 -2.65274 -0.49903  0.09
H17 -0.12778 1.96537 -0.30275  0.24
H18 -1.22716 2.62021 -1.45934  0.95
H19 0.75102 0.45688 -1.81859  0.03
H20 0.34154 1.71454 -3.00562  0.39
H21 -0.70286 0.26635 -2.77056  0.29
H22 -3.30779 -2.14051 -2.35376  0.05
H23 -3.00057 -3.22491 -4.70080  0.43
H24 -3.37537 -1.92413 -6.71588  0.33
H25 -3.76805 0.42022 -6.59621  0.34
H26 -3.88582 1.63232 -4.37674  0.43
C17 4.88631 4.34076 0.02298  -0.81
O1 4.29149 3.11684 -0.47135  -0.27
C18 3.26392 2.51358 0.02954  0.41
O2 2.91057 1.42759 -0.45036  -0.19
N1 2.71658 3.07223 1.17991  -0.24
N2 1.82553 2.30152 1.96259  -0.37
H27 5.87639 4.31774 -0.52409  0.27
H28 5.12339 4.29188 1.09411  0.40
H29 4.28713 5.18502 -0.24432  0.38
H30 3.29727 3.74406 1.68166  0.26
H31 1.04104 2.94089 2.17947  0.33
H32 2.26297 2.17883 2.89928  0.50
N3 2.72684 -3.16201 -2.00452  0.05
C19 1.94684 -3.92974 -1.15088  -1.09
C20 1.34122 -3.08040 -0.29407  0.22
N4 1.68646 -1.81982 -0.68021  0.67
C21 2.60850 -1.92581 -1.65995  -0.63
H33 3.39271 -3.54418 -2.66070  0.28
H34 1.86322 -5.00815 -1.28756  0.44
H35 0.58357 -3.33956 0.46674  0.22
H36 3.08314 -1.15025 -2.22688  0.62
C22 -1.14141 -1.64093 4.11187  -0.40
C23 -0.48197 -0.44441 3.82729  -0.56
C24 0.94419 -0.48910 3.47438  -0.53
C25 1.71206 -1.66553 3.50505  0.23
C26 0.92837 -2.84640 3.59905  -0.49
C27 -0.46454 -2.87592 4.02000  -0.84
C28 3.08634 -1.62752 3.05827  -0.13
C29 3.47914 -0.81135 2.12615  0.16
C30 4.84213 -0.99504 1.39077  0.14
C31 5.46685 -2.23305 1.04915  -0.11
C32 6.68976 -2.36338 0.28059  -1.00
C33 7.06324 -1.19649 -0.34831  -0.47
C34 6.66205 0.03889 0.21088  -0.64
C35 5.52841 0.15463 1.05107  -0.28
H37 -2.12440 -1.70456 4.45170  0.54
H38 -1.15440 0.41741 3.80520  0.50
H39 1.52385 0.44867 3.44240  1.10
H40 1.37667 -3.82258 3.53339  0.51
H41 -1.04726 -3.81764 4.16696  0.42
H42 3.51446 -2.57401 3.36751  0.53
H43 4.95563 -3.16392 1.27769  0.43
H44 7.15409 -3.30051 -0.02151  0.42
H45 7.71951 -1.08947 -1.27384  0.41
H46 7.08333 1.01896 0.08720  0.43
H47 5.08961 1.11690 1.33712  0.46



Entry 2:
A structure of composition C35H47F3N8O6SSc, computed with ωB97M-V/def2-TZVPD.

As for the spin multiplicity: 1. The strongest force on any atom is 0.023 hartree/bohr. The total energy comes out at -3709.72984 a.u. The orbital gap comes out at 6.8 eV. For the HOMO energy, the calculation gives -9.8 eV. Its total charge is +1.

Last column: Mulliken charge in e.
Element x y z (Å)
Sc1 14.62235 11.54836 10.82312  -0.89
O1 13.27348 14.57559 13.13050  -0.67
C1 13.93834 13.70913 12.62636  -0.03
O2 13.45576 12.68327 11.95716  0.19
C2 15.44333 13.72423 12.74234  0.61
C3 16.02414 14.51543 13.71392  -0.76
C4 17.39955 14.51114 13.85796  -0.77
C5 18.15101 13.71060 13.00305  -0.86
C6 17.49543 12.96066 12.03756  -0.63
N1 16.15688 12.95479 11.90742  1.48
H1 15.38081 15.10369 14.34882  0.60
H2 17.88145 15.09662 14.62460  0.48
H3 19.22358 13.63297 13.08617  0.59
H4 18.06170 12.29165 11.40123  0.30
C7 12.94485 10.19998 7.83677  -1.41
N2 13.34780 9.82499 9.20591  1.00
C8 12.11410 9.39288 9.88862  -0.90
C9 14.29587 8.70323 9.14040  -0.76
C10 15.64140 9.09602 8.58698  -1.30
N3 16.43522 9.99064 9.47423  1.42
C11 17.48782 10.61124 8.65772  -1.47
C12 17.09625 9.18298 10.52021  -1.19
H5 12.60870 9.30969 7.29426  0.45
H6 13.74500 10.68788 7.29899  0.18
H7 12.12119 10.90886 7.88965  0.42
H8 11.56030 8.68409 9.25834  0.52
H9 11.47664 10.26261 10.07628  0.16
H10 12.34326 8.90772 10.82977  0.10
H11 13.88020 7.90772 8.49146  0.54
H12 14.39616 8.26620 10.13641  0.10
H13 15.51895 9.59541 7.62737  0.55
H14 16.22881 8.19309 8.36808  0.44
H15 18.09771 9.84906 8.14495  0.37
H16 18.14596 11.19157 9.30127  0.30
H17 17.04988 11.25052 7.89462  0.28
H18 17.78618 8.45736 10.05692  0.37
H19 16.35571 8.66167 11.11159  0.27
H20 17.64891 9.83266 11.19811  0.17
O3 14.80435 7.93758 12.52813  -0.87
C13 14.06208 8.90459 12.59633  -0.35
O4 14.29403 9.99709 11.95512  0.99
C14 12.79263 8.84364 13.37726  0.03
C15 11.88548 9.90419 13.39448  0.08
C16 10.68002 9.77028 14.07908  -1.10
C17 10.37586 8.58804 14.73835  -0.43
C18 11.31816 7.58449 14.71855  -0.52
C19 12.51472 7.66801 14.05447  -0.33
N4 11.00423 6.31488 15.44711  1.05
O5 11.87074 5.46210 15.47303  -0.60
O6 9.90646 6.22838 15.96504  -0.62
H21 12.12044 10.83596 12.88990  0.60
H22 9.96608 10.58116 14.09044  0.48
H23 9.44675 8.43673 15.27355  0.53
H24 13.23069 6.85471 14.04718  0.70
F1 6.83391 14.58540 9.18835  -0.26
C20 7.35603 13.61853 8.40451  0.89
F2 6.76176 12.47108 8.76391  -0.26
F3 6.97701 13.88087 7.15195  -0.28
C21 8.86129 13.53658 8.54253  0.33
C22 9.64773 13.43012 7.40729  -0.80
C23 11.02519 13.30118 7.53096  -0.37
C24 11.61517 13.31289 8.80204  0.68
C25 10.81253 13.43260 9.93290  -0.40
C26 9.43687 13.53376 9.80619  -1.03
C27 13.02437 13.09316 8.95394  0.28
C28 14.20222 12.77684 9.07260  -0.57
H25 9.18988 13.41328 6.42732  0.46
H26 11.64159 13.19758 6.63997  0.49
H27 11.28340 13.44300 10.90317  0.56
H28 8.83060 13.63604 10.69104  0.46
C29 19.55863 8.38674 15.70243  -0.97
N5 18.86093 9.39278 14.92610  -0.13
C30 17.69265 9.26440 14.26723  0.27
S1 16.82203 10.66857 13.92308  -0.35
N6 17.23267 8.08708 13.85343  0.02
C31 17.92819 6.81677 13.70440  -1.24
H29 20.27373 8.91277 16.33059  0.37
H30 20.10989 7.66683 15.09918  0.28
H31 18.87503 7.83867 16.36019  0.31
H32 19.01471 10.35195 15.17915  0.29
H33 16.32047 8.16173 13.41474  0.13
H34 18.04751 6.28137 14.64918  0.35
H35 18.90992 6.95703 13.25443  0.41
H36 17.32364 6.20443 13.03609  0.36
N7 18.51016 15.56598 6.79000  -0.16
C32 17.57100 14.41801 6.44309  -0.79
C33 16.48461 14.34787 7.48944  -0.46
N8 16.99051 14.24298 8.83474  0.33
C34 17.93349 15.27981 9.15781  -0.56
C35 19.08434 15.39842 8.18955  -0.71
H37 17.99610 16.44941 6.73838  0.38
H38 19.25368 15.65105 6.09884  0.34
H39 18.21425 13.53714 6.44004  0.36
H40 17.21213 14.60871 5.43349  0.40
H41 15.81768 13.51393 7.24472  0.18
H42 15.85282 15.23632 7.40497  0.45
H43 17.23207 13.31344 9.13124  -0.37
H44 18.35531 15.13507 10.14910  0.27
H45 17.42428 16.24477 9.21328  0.40
H46 19.67328 14.47912 8.13915  0.33
H47 19.73761 16.25409 8.35598  0.41